[1]
{"formula": "C14H14GaI2O4RhSSe", "method": "wB97M-V/def2-TZVPD", "elements": ["O", "H", "Rh", "C", "C", "C", "C", "H", "H", "H", "O", "H", "C", "S", "C", "I", "C", "C", "H", "C", "C", "C", "H", "I", "C", "Se", "H", "C", "H", "C", "H", "H", "H", "O", "H", "Ga", "O", "H"], "positions_angstrom": [[-2.313, 3.176, -1.276], [-1.307, 1.281, -3.009], [-0.609, -1.383, -0.099], [-0.571, 2.359, 1.426], [-0.674, -0.062, 3.593], [-1.593, -2.170, 1.252], [-1.824, -2.024, -1.344], [-2.074, 0.147, 5.227], [0.449, -1.217, -5.295], [-1.236, 0.737, -4.712], [-0.865, 3.134, 2.233], [1.617, -1.683, -4.036], [-0.143, -0.539, 5.914], [0.811, -0.299, -1.740], [-1.056, -0.123, 4.941], [4.178, 0.803, -0.670], [1.166, -0.889, 5.546], [1.552, -0.832, 4.206], [-1.753, -0.390, -3.429], [-1.077, 0.437, -3.665], [0.613, -0.445, 3.233], [0.595, -1.339, -4.216], [2.373, 0.712, -3.892], [2.429, 2.882, -0.497], [1.338, 1.060, -4.019], [1.239, -0.492, 1.384], [1.877, -1.202, 6.312], [-1.520, 2.380, -0.997], [1.148, 1.221, -5.090], [0.364, -0.005, -3.520], [1.196, 2.012, -3.487], [2.565, -1.098, 3.896], [-0.443, -0.586, 6.964], [-2.620, -2.399, -2.102], [-0.111, -2.091, -3.847], [-0.088, 1.258, -0.109], [-2.255, -2.614, 2.092], [-1.378, 0.283, 2.833]], "gap_ev": [5.408, 4.858], "de_lowest_kcal_mol": 0.0, "total_charge": 4, "fmax_ev_per_a": 7.89, "lumo_energy_ha": [-0.5586, -0.6362], "homo_energy_ev": [-20.61, -22.17], "spin_multiplicity": 5}

[2]
{"formula": "C4H6N2", "method": "wB97M-V/def2-TZVPD", "elements": ["H", "H", "H", "C", "N", "C", "C", "H", "N", "C", "H", "H"], "positions_angstrom": [[-1.385, -0.784, 0.225], [1.005, 0.243, 1.933], [-1.535, 0.536, 1.488], [-0.900, 0.031, 0.763], [-0.014, 0.964, 0.065], [0.563, -0.062, 0.965], [0.502, 0.294, -1.159], [-0.271, 0.015, -1.878], [1.628, -1.945, -0.410], [1.081, -0.810, -0.336], [1.272, 0.900, -1.640], [1.503, -1.936, 0.607]], "gap_ev": 10.843, "de_lowest_kcal_mol": 83.8, "fmax_ev_per_a": 2.95, "lumo_energy_ha": 0.0401, "smiles": "[H]/N=C1/CN2C[C@@H]12", "homo_energy_ev": -9.75}

[3]
{"formula": "C7H12N2", "method": "wB97M-V/def2-TZVPD", "elements": ["C", "H", "H", "C", "H", "H", "N", "H", "C", "C", "H", "C", "H", "C", "H", "H", "H", "H", "C", "N", "H"], "positions_angstrom": [[-1.111, -0.990, 0.774], [-1.865, -1.322, -1.137], [2.827, -0.102, -1.127], [1.111, -0.505, 1.766], [-3.336, 0.299, -0.092], [1.030, 1.577, 1.194], [-0.282, -0.091, 1.585], [1.428, -1.485, 1.335], [0.762, 0.615, 0.840], [-1.492, -0.445, -0.606], [1.587, -0.317, 2.714], [-0.323, 0.118, -1.257], [-0.626, -1.980, 0.726], [0.823, 0.447, -0.631], [-2.159, 1.310, 0.104], [-2.031, -1.093, 1.404], [2.536, 1.675, -1.079], [1.927, 0.720, -2.367], [2.096, 0.681, -1.308], [-2.502, 0.591, -0.512], [-0.399, 0.296, -2.328]], "gap_ev": 9.655, "de_lowest_kcal_mol": 37.7, "fmax_ev_per_a": 2.44, "lumo_energy_ha": 0.0373, "smiles": "CC1=C[C@H](N)CN2C[C@@H]12", "homo_energy_ev": -8.64}

Calculated total energy? In order: -6271.3849, -265.4021, -383.3631 Eh.
Molar mass? In order: 783.7, 82.1, 124.2 g/mol.